The following is a quantum chemistry calculation of a cluster of 4 separate species, C26H26F15N2O9 in total in a non-equilibrium geometry, from the Open Molecules 2025 dataset.

Results
**F_max**: 10.2 eV/A
**Highest occupied orbital energy**: -0.440 Ha
**Frontier orbital gap**: 7.8 eV
**Net charge**: +1

Each line ends with the Löwdin charge.
Atoms and positions in Å:
1 C 5.12129 -1.11662 4.62702  0.09
2 C 4.12483 -0.30273 4.01078  -0.07
3 C 2.95085 0.62828 3.26715  -0.09
4 C 2.74426 0.04528 1.74921  -0.01
5 N 3.61827 -1.02345 1.08064  0.15
6 C 3.21578 -1.37808 -0.34595  0.04
7 F 3.78396 -2.34687 -1.31503  0.03
8 C 1.94933 -0.34840 -0.50466  0.04
9 F 1.10360 -0.19503 -1.71771  0.00
10 N 1.67121 0.46749 0.77180  0.02
11 C 0.55003 1.47683 0.84164  -0.10
12 C -0.22469 1.57489 2.27934  -0.05
13 C -1.04773 0.23371 2.73210  -0.18
14 F -1.59490 0.53188 4.10903  0.00
15 F -0.05967 -0.85113 2.92149  0.01
16 C -2.34289 -0.14447 1.80585  -0.07
17 F -3.57527 -0.07819 2.67839  0.04
18 F -2.56878 0.93736 0.77464  0.01
19 C -2.22065 -1.54270 0.96058  -0.07
20 F -3.28751 -1.49456 -0.09248  0.04
21 F -0.92203 -1.49616 0.18901  0.01
22 C -2.21171 -2.91068 1.85437  -0.09
23 F -2.47245 -2.72695 3.30247  0.07
24 F -0.80671 -3.45974 1.76314  0.03
25 C -3.19702 -4.10950 1.33195  -0.06
26 F -3.16099 -5.16613 2.41289  0.03
27 F -4.65294 -3.71071 1.26225  0.04
28 C -2.68313 -4.87975 -0.03396  -0.13
29 F -3.75415 -5.64563 -0.73572  0.06
30 F -1.97727 -4.01365 -1.00388  0.05
31 F -1.68138 -5.91932 0.41208  0.03
32 H 5.69822 -1.98135 5.21420  0.08
33 H 1.98204 0.46819 3.91083  0.12
34 H 3.22003 1.77547 3.29246  0.12
35 H 4.45585 -1.53436 1.43825  0.16
36 H -0.17238 1.30676 -0.08217  0.15
37 H 1.04209 2.54780 0.65315  0.17
38 H 0.48379 1.93421 3.16354  0.14
39 H -1.03663 2.44256 2.17082  0.17
40 C -1.18739 -0.14112 -3.85473  -0.02
41 C -1.03631 0.32685 -5.28765  -0.35
42 C -0.80662 -0.78864 -6.26173  -0.11
43 O -0.10506 -0.13889 -7.30703  0.07
44 C 0.55974 0.90771 -6.73064  -0.50
45 O 1.41852 1.57085 -7.28622  0.14
46 O 0.13572 1.10995 -5.44572  0.09
47 H -0.30618 -0.70327 -3.52661  0.07
48 H -1.27732 0.71817 -3.18164  0.09
49 H -2.07252 -0.77330 -3.73684  0.09
50 H -1.89581 0.94421 -5.57573  0.12
51 H -1.74149 -1.21946 -6.63153  0.14
52 H -0.17346 -1.59123 -5.86712  0.14
53 C 5.73856 3.81471 6.54841  -0.02
54 C 6.27354 3.08589 5.33279  -0.35
55 C 7.20186 3.91424 4.49736  -0.10
56 O 7.05803 3.33044 3.21459  0.08
57 C 5.79959 2.79730 3.17430  -0.50
58 O 5.25512 2.38684 2.16386  0.11
59 O 5.23064 2.78881 4.41847  0.05
60 H 5.21132 4.73093 6.26071  0.09
61 H 5.01112 3.18942 7.07696  0.09
62 H 6.54551 4.07497 7.23984  0.10
63 H 6.73760 2.13900 5.63432  0.16
64 H 8.23930 3.85095 4.83801  0.15
65 H 6.90964 4.96834 4.43220  0.15
66 C -6.28739 -0.41112 -2.66973  -0.02
67 C -6.13631 0.05685 -4.10265  -0.35
68 C -5.90662 -1.05864 -5.07673  -0.11
69 O -5.20506 -0.40889 -6.12203  0.07
70 C -4.54026 0.63771 -5.54564  -0.49
71 O -3.68148 1.30085 -6.10122  0.13
72 O -4.96428 0.83995 -4.26072  0.09
73 H -5.40618 -0.97327 -2.34161  0.08
74 H -6.37732 0.44817 -1.99664  0.09
75 H -7.17252 -1.04330 -2.55184  0.10
76 H -6.99581 0.67421 -4.39073  0.17
77 H -6.84149 -1.48946 -5.44653  0.15
78 H -5.27346 -1.86123 -4.68212  0.14

Forces on atoms 1 to 6 (eV/Å):
C -7.69 5.15 -4.22
C 6.21 -5.27 3.77
C 1.13 -1.49 0.79
C -0.18 -1.33 -3.32
N -3.03 1.46 -2.27
C -4.18 4.15 0.96